Record 1
C4H5OP | the ωB97M-V functional and the def2-TZVPD basis

Each line ends with the natural charge from an NBO analysis.
Cartesian coordinates (Å):
C1 0.43 0.87 0.22  -0.623
C2 -0.19 1.71 -0.64  0.830
C3 0.71 -0.63 -0.13  -0.374
C4 -0.61 -1.11 0.27  -0.712
O1 -0.80 2.49 -1.26  -0.385
P1 -1.06 0.09 1.66  0.110
H1 1.30 1.39 0.52  0.291
H2 0.97 -0.70 -1.20  0.199
H3 1.43 -1.13 0.44  0.234
H4 -1.44 -0.78 -0.43  0.203
H5 -0.74 -2.21 0.55  0.228

Results
- LUMO (spin up / spin down): -0.4 / -0.4 eV
- Maximum force: 0.0858 Eh/bohr
- Net charge: 0
- Molar mass: 100.1 g mol⁻¹
- ΔE to the lowest compared entry with this formula, charge and spin: 295.1 kJ/mol

---

Record 2
C10H10N2O2S | the ωB97M-V functional and the def2-TZVPD basis

Each line ends with the natural charge from an NBO analysis.
Cartesian coordinates (Å):
C1 2.62 -1.16 -0.38  -0.217
C2 2.12 -0.81 -1.58  -0.190
C3 2.12 -0.65 0.79  -0.189
C4 0.87 -0.05 -1.63  -0.214
C5 0.94 0.10 0.81  -0.234
C6 0.28 0.38 -0.42  -0.038
C7 -2.34 -0.70 0.94  0.699
C8 -0.73 -2.71 0.64  0.352
C9 -2.19 0.15 -0.37  -0.410
C10 -1.07 1.06 -0.47  -0.448
N1 0.35 -3.15 0.61  0.168
N2 -1.76 -1.97 1.12  -0.661
O1 -3.08 -0.28 1.81  -0.575
O2 1.33 -3.74 0.18  -0.424
S1 -3.90 0.70 -0.63  -0.009
H1 3.58 -1.66 -0.49  0.227
H2 2.63 -0.90 -2.54  0.220
H3 2.60 -0.68 1.79  0.223
H4 0.47 0.45 -2.56  0.215
H5 0.56 0.57 1.69  0.217
H6 -2.01 -0.57 -1.20  0.244
H7 -1.07 1.89 0.36  0.215
H8 -1.23 1.66 -1.32  0.238
H9 -2.18 -2.49 1.95  0.434
H10 -4.28 1.39 0.47  0.156

Results
- LUMO: 0.2 eV
- Maximum force: 0.0984 Eh/bohr
- Net charge: 0
- Molar mass: 222.3 g mol⁻¹
- ΔE to the lowest compared entry with this formula, charge and spin: 375.4 kJ/mol

---

Record 3
C7H9NO2 | the ωB97M-V functional and the def2-TZVPD basis

Each line ends with the natural charge from an NBO analysis.
Cartesian coordinates (Å):
C1 2.74 0.42 -0.66  -0.172
C2 2.58 -0.93 -0.30  -0.259
C3 1.52 -1.30 0.55  0.040
N1 0.65 -0.46 1.09  -0.390
C4 0.73 0.81 0.63  -0.089
C5 1.74 1.34 -0.16  -0.245
H1 3.49 0.70 -1.40  0.224
H2 3.24 -1.72 -0.74  0.225
H3 1.47 -2.36 0.87  0.196
H4 -0.01 1.49 0.98  0.242
H5 1.95 2.49 -0.32  0.240
C6 -3.41 -0.76 -0.23  -0.724
C7 -2.16 0.13 -0.15  0.799
O1 -2.12 1.25 0.33  -0.624
O2 -1.09 -0.39 -0.78  -0.681
H6 -4.21 -0.28 0.36  0.239
H7 -3.76 -0.72 -1.31  0.242
H8 -3.17 -1.82 0.12  0.243
H9 -0.38 0.23 -0.59  0.494

Results
- SMILES: c1ccncc1.CC(=O)O
- LUMO: 0.6 eV
- Maximum force: 0.0559 Eh/bohr
- Net charge: 0
- Molar mass: 139.2 g mol⁻¹
- ΔE to the lowest compared entry with this formula, charge and spin: 126.7 kJ/mol

---

Record 4
C32H58BrCeCl4N6O2SSi | the ωB97M-V functional and the def2-TZVPD basis

Each line ends with the Mulliken charge.
Cartesian coordinates (Å):
Ce1 0.78 0.74 -1.63  -0.449
C1 4.19 -0.81 -1.23  -0.801
C2 3.24 -1.88 -1.74  -0.903
N1 1.89 -1.72 -1.14  0.133
C3 1.79 -2.23 0.25  -1.067
C4 2.20 -1.27 1.38  0.072
S1 1.98 0.53 1.16  0.304
C5 3.69 1.15 1.02  -1.238
C6 4.07 1.52 -0.41  -0.478
N2 3.58 0.52 -1.39  0.118
H1 4.40 -0.98 -0.18  0.303
H2 5.14 -0.89 -1.76  0.410
H3 3.13 -1.79 -2.82  0.355
H4 3.65 -2.87 -1.52  0.500
H5 1.28 -2.32 -1.68  0.354
H6 0.75 -2.51 0.39  0.363
H7 2.39 -3.14 0.35  0.383
H8 1.58 -1.50 2.25  -0.463
H9 3.24 -1.43 1.67  0.762
H10 3.75 2.04 1.64  0.550
H11 4.36 0.41 1.46  0.476
H12 3.60 2.47 -0.66  0.241
H13 5.15 1.64 -0.48  0.612
H14 3.85 0.86 -2.31  -0.073
Cl1 -3.11 7.07 -0.14  -0.143
C7 -2.01 5.78 -0.39  0.038
C8 -0.74 5.83 0.21  -0.453
C9 0.15 4.81 0.01  0.498
Cl2 1.72 4.85 0.75  -0.178
C10 -0.15 3.69 -0.79  -0.341
O1 0.75 2.75 -0.97  0.621
C11 -1.45 3.65 -1.37  1.238
C12 -1.89 2.54 -2.14  -0.409
O2 -1.21 1.53 -2.47  -0.174
C13 -2.36 4.71 -1.16  -1.270
H15 -0.48 6.67 0.84  0.510
H16 -2.93 2.58 -2.48  0.444
H17 -3.34 4.66 -1.61  0.512
Cl3 -0.81 -0.56 -6.24  -0.078
C14 -1.56 -0.96 -4.70  -0.359
Cl4 -0.33 -1.23 -3.42  -0.030
H18 -2.10 -1.89 -4.80  0.458
H19 -2.20 -0.15 -4.37  0.140
C15 2.70 3.15 -3.49  -0.943
N3 1.77 2.02 -3.84  1.663
C16 2.49 1.18 -4.86  -0.798
N4 2.91 1.93 -6.01  0.087
C17 3.80 3.02 -5.58  -0.758
N5 3.12 3.91 -4.64  0.170
C18 1.94 4.48 -5.29  -0.696
N6 1.02 3.42 -5.72  0.149
C19 0.61 2.66 -4.56  -0.700
C20 1.72 2.53 -6.65  -0.718
H20 3.60 2.74 -3.01  0.217
H21 2.19 3.81 -2.78  0.104
H22 1.83 0.37 -5.17  0.251
H23 3.38 0.74 -4.39  0.254
H24 4.10 3.59 -6.46  0.345
H25 4.69 2.60 -5.12  0.333
H26 2.25 5.05 -6.17  0.365
H27 1.43 5.15 -4.60  0.337
H28 -0.08 1.88 -4.88  -0.069
H29 0.11 3.33 -3.87  0.260
H30 2.04 3.09 -7.52  0.362
H31 1.05 1.74 -6.97  0.277
C21 -3.34 -0.84 5.65  -1.712
C22 -2.81 -0.77 4.20  2.311
C23 -1.61 0.19 4.13  -1.780
C24 -3.92 -0.21 3.29  -1.843
Si1 -2.33 -2.54 3.70  -0.836
Br1 -1.07 -0.34 0.12  0.052
C25 -3.44 -3.58 2.55  2.262
C26 -2.70 -4.82 2.02  -1.907
C27 -3.96 -2.78 1.34  -1.720
C28 -4.64 -4.04 3.41  -1.727
C29 -0.93 -3.44 4.66  2.378
C30 -0.11 -2.48 5.53  -1.808
C31 -1.63 -4.47 5.57  -1.839
C32 0.04 -4.15 3.70  -1.678
H32 -3.61 0.17 5.96  0.505
H33 -2.60 -1.22 6.35  0.336
H34 -4.24 -1.46 5.72  0.416
H35 -1.96 1.19 4.40  0.539
H36 -1.20 0.24 3.12  0.280
H37 -0.81 -0.07 4.83  0.334
H38 -4.17 0.79 3.64  0.625
H39 -4.83 -0.80 3.34  0.351
H40 -3.59 -0.14 2.26  0.273
H41 -1.86 -4.55 1.39  0.251
H42 -3.40 -5.40 1.42  0.628
H43 -2.36 -5.48 2.83  0.427
H44 -3.18 -2.20 0.84  0.223
H45 -4.76 -2.10 1.62  0.358
H46 -4.37 -3.49 0.62  0.543
H47 -4.33 -4.70 4.22  0.366
H48 -5.33 -4.59 2.77  0.503
H49 -5.19 -3.20 3.84  0.380
H50 -0.71 -1.96 6.28  0.353
H51 0.43 -1.74 4.93  0.228
H52 0.64 -3.06 6.07  0.607
H53 -2.33 -4.00 6.26  0.434
H54 -0.87 -4.98 6.16  0.495
H55 -2.16 -5.23 5.00  0.367
H56 0.48 -3.45 2.98  0.191
H57 -0.43 -4.96 3.16  0.345
H58 0.86 -4.57 4.29  0.506

Results
- LUMO: -10.1 eV
- Maximum force: 0.0318 Eh/bohr
- Net charge: +3
- Molar mass: 980.8 g mol⁻¹

---

Record 5
C12H14MoN2PS | the ωB97M-V functional and the def2-TZVPD basis

Each line ends with the Mulliken spin population.
Cartesian coordinates (Å):
C1 0.71 0.68 -3.39  0.086
C2 0.81 -0.76 -3.24  -0.051
C3 -0.05 -1.51 -2.30  0.068
C4 -1.22 -0.67 -2.08  -0.013
C5 -1.08 0.64 -2.62  -0.031
Mo1 0.46 0.34 -1.41  1.815
P1 0.23 2.75 -1.02  -0.014
H1 1.57 1.22 -3.76  0.012
H2 1.68 -1.42 -3.72  -0.001
H3 -0.03 -2.62 -2.11  0.010
H4 -1.91 1.19 -2.92  0.011
H5 -2.05 -1.16 -1.54  -0.003
H6 -1.02 3.39 -0.70  0.002
H7 0.63 3.66 -1.97  0.009
H8 0.88 3.38 -0.02  0.017
N1 2.04 -2.18 -0.35  0.015
C6 1.27 -1.58 0.59  0.053
N2 0.43 -0.57 0.47  0.001
C7 -0.34 -0.32 1.63  0.055
C8 -1.16 0.79 1.76  -0.032
C9 -1.56 1.09 3.05  0.012
C10 -1.13 0.29 4.12  0.001
C11 -0.32 -0.83 3.96  0.001
C12 0.10 -1.10 2.68  -0.003
S1 1.27 -2.30 2.16  0.006
H9 2.48 -2.99 0.09  0.002
H10 2.29 -1.75 -1.31  -0.002
H11 -1.38 1.35 0.86  -0.024
H12 -2.18 1.97 3.22  0.000
H13 -1.44 0.52 5.13  0.000
H14 -0.01 -1.50 4.74  0.000

Results
- LUMO (spin up / spin down): -4.0 / -4.0 eV
- Maximum force: 0.1016 Eh/bohr
- Net charge: +1
- Molar mass: 345.2 g mol⁻¹
- ΔE to the lowest compared entry with this formula, charge and spin: 127.8 kJ/mol
- 2S+1: 3

---

Record 6
C30H48AsKN5O9P | the ωB97M-V functional and the def2-TZVPD basis

Each line ends with the Mulliken charge.
Cartesian coordinates (Å):
K1 0.02 -1.24 0.33  0.529
O1 -1.11 1.16 3.81  -0.818
C1 -0.93 1.25 2.61  -0.085
N1 -1.71 0.90 1.59  0.405
C2 -3.03 0.69 1.63  -0.334
O2 -3.91 1.42 2.13  -0.785
C3 -3.59 -0.44 0.76  0.680
C4 -4.89 -0.23 0.34  -0.476
C5 -5.51 -1.25 -0.36  -0.406
C6 -4.83 -2.46 -0.50  -0.558
C7 -3.54 -2.58 0.02  -0.564
N2 -2.89 -1.56 0.51  0.066
C8 0.39 1.83 2.04  0.522
C9 0.99 2.88 2.71  -0.598
C10 2.13 3.47 2.17  -0.860
C11 2.47 3.16 0.86  -0.245
C12 1.94 2.02 0.31  -1.135
N3 0.91 1.34 0.87  0.880
H1 -5.33 0.74 0.58  0.473
H2 -6.53 -1.09 -0.79  0.312
H3 -5.33 -3.34 -0.91  0.370
H4 -2.98 -3.51 -0.03  0.409
H5 0.58 3.09 3.68  0.438
H6 2.56 4.31 2.69  0.444
H7 3.32 3.66 0.39  0.451
H8 2.20 1.77 -0.70  0.597
C13 -0.93 -3.86 -4.11  -1.557
C14 -0.53 -3.30 -2.81  0.331
N4 -0.99 -2.20 -2.35  0.418
O3 -2.00 -1.63 -3.18  -0.559
C15 0.46 -3.93 -1.93  0.142
C16 1.83 -4.40 -2.40  -1.267
N5 0.23 -3.77 -0.65  -0.285
O4 1.17 -4.02 0.21  -0.589
H9 -0.53 -3.29 -4.95  0.266
H10 -2.00 -3.67 -4.17  0.437
H11 -0.75 -4.92 -4.21  0.412
H12 -2.02 -0.69 -2.90  -0.093
H13 2.12 -5.25 -1.86  0.306
H14 2.56 -3.61 -2.41  0.247
H15 1.77 -4.68 -3.47  0.422
C17 2.58 4.56 -2.50  -0.901
O5 2.16 3.31 -2.16  -0.374
C18 2.80 2.36 -4.19  -0.259
O6 2.22 1.39 -4.38  -0.104
H16 3.48 4.91 -2.00  0.251
H17 1.83 5.38 -2.36  0.176
H18 2.86 4.67 -3.57  0.297
C19 0.61 -4.61 3.86  -0.806
C20 2.09 -4.51 3.50  -0.182
O7 2.79 -3.34 3.96  -0.441
P1 2.74 -2.07 2.93  0.308
O8 1.56 -1.22 3.61  0.282
C21 1.66 -0.31 4.74  0.325
C22 1.58 -1.10 6.06  -1.417
O9 4.03 -1.23 3.47  -0.314
C23 5.17 -1.19 2.62  -0.503
C24 5.81 0.21 2.64  -0.942
H19 0.27 -5.69 3.62  0.353
H20 -0.03 -3.92 3.32  0.034
H21 0.48 -4.42 4.95  0.287
H22 2.18 -4.56 2.39  0.187
H23 2.64 -5.35 3.95  0.297
H24 0.77 0.42 4.64  0.068
H25 2.66 0.16 4.71  0.179
H26 0.67 -1.61 6.21  0.353
H27 1.61 -0.35 6.91  0.348
H28 2.40 -1.84 6.18  0.296
H29 4.90 -1.58 1.62  0.437
H30 5.88 -1.88 3.06  0.249
H31 5.03 0.89 2.27  0.119
H32 6.70 0.27 2.03  0.389
H33 6.00 0.39 3.71  0.257
C25 -4.51 1.19 -2.84  -1.195
C26 -3.69 2.19 -2.08  -0.832
As1 -1.79 1.88 -2.22  1.053
C27 -1.73 2.67 -4.05  -0.637
C28 -0.94 1.82 -5.03  -1.131
C29 -1.09 3.38 -1.10  0.996
C30 -1.63 4.76 -1.47  -1.493
H34 -5.53 1.25 -2.47  0.384
H35 -4.08 0.17 -2.72  0.110
H36 -4.44 1.42 -3.94  0.361
H37 -3.97 2.19 -1.03  0.493
H38 -3.98 3.23 -2.43  0.464
H39 -1.15 3.60 -3.84  0.202
H40 -2.73 2.88 -4.38  0.463
H41 -0.04 1.49 -4.51  0.154
H42 -0.64 2.29 -5.98  0.369
H43 -1.50 0.91 -5.25  0.318
H44 0.05 3.39 -1.25  -0.568
H45 -1.29 2.97 -0.08  -0.233
H46 -1.55 4.96 -2.53  0.309
H47 -1.05 5.51 -0.95  0.459
H48 -2.67 4.92 -1.21  0.358

Results
- LUMO: 4.1 eV
- Maximum force: 0.0538 Eh/bohr
- Net charge: -2
- Molar mass: 767.7 g mol⁻¹
- ΔE to the lowest compared entry with this formula, charge and spin: 61.6 kJ/mol